Run A
Entry from OMol25: one molecule with the formula CH4N2OS (wB97M-V/def2-TZVPD).

```
9
Properties=species:S:1:pos:R:3
C -0.922 -1.332 0.614
N 1.234 1.082 -0.494
N 0.087 0.470 -0.786
O -0.658 0.124 0.368
S -1.465 -1.829 2.013
H -0.602 -2.077 -0.280
H 1.133 2.024 -0.147
H 1.689 0.507 0.184
H -0.496 1.031 -1.473
```

- 2S+1 = 3
- highest occupied orbital energy (spin up / spin down) (eV) = -6.553 / -8.743

=====

Run B
Entry from OMol25: a 2-piece molecular cluster, CH4N2OS overall (wB97M-V/def2-TZVPD).

```
9
Properties=species:S:1:pos:R:3
C 1.769 -0.558 0.461
N 2.158 -0.657 -0.666
N -2.213 0.334 0.039
O -1.170 1.388 -0.141
S 0.001 1.509 0.949
H 1.666 -0.888 1.486
H 2.623 -1.303 -1.225
H -3.056 0.598 -0.552
H -1.777 -0.423 -0.352
```

- 2S+1 = 3
- highest occupied orbital energy (spin up / spin down) (eV) = -6.217 / -8.702

=====

Which structure is the least stable? The one labeled run B.

=====

Run A
Entry from OMol25: C4H6ClN as an isolated structure (wB97M-V/def2-TZVPD).

```
12
Properties=species:S:1:pos:R:3
C -0.030 -1.998 -0.141
C 0.548 -1.054 -0.875
C -0.863 0.594 1.242
C 1.086 -0.232 -1.685
N -0.727 1.864 1.003
Cl -0.485 0.525 2.839
H 0.590 -2.781 0.230
H -1.092 -2.130 -0.076
H -0.611 2.164 0.034
H 1.238 -0.459 -2.759
H 1.446 0.728 -1.438
H -1.102 2.780 1.626
```

- highest occupied orbital energy (eV) = -8.475

=====

Run B
Entry from OMol25: one molecule with the formula C4H6ClN (wB97M-V/def2-TZVPD).

```
12
Properties=species:S:1:pos:R:3
C -1.870 -0.692 -0.336
C -0.563 -0.027 -0.297
C 0.626 0.363 0.065
C 1.694 0.285 1.095
N 0.188 1.260 -0.971
Cl 0.761 0.914 -2.656
H -1.861 -1.522 -1.090
H -2.772 -0.065 -0.544
H -2.116 -1.271 0.672
H 1.688 -0.740 1.534
H 1.466 0.955 1.941
H 2.759 0.539 0.584
```

- SMILES = CC1=C(C)N1Cl
- highest occupied orbital energy (eV) = -8.746

=====

Run C
Entry from OMol25: a 2-piece molecular cluster, C4H6ClN overall (wB97M-V/def2-TZVPD).

```
12
Properties=species:S:1:pos:R:3
C 0.719 0.507 -0.406
C 1.647 2.952 -0.522
C 0.563 0.256 -1.883
C 0.423 -0.558 0.424
N 1.194 1.848 -0.285
Cl -3.496 -1.880 3.297
H 1.307 0.737 -2.566
H -0.369 0.942 -2.101
H 0.334 -0.838 -2.055
H -2.831 -1.801 4.392
H 0.122 -1.547 0.165
H 0.387 -0.618 1.541
```

- highest occupied orbital energy (eV) = -9.808

=====

Which structure is the least stable? The one labeled run A.